[1]
Formula: C34H51As2CaN5SSi2
Source: the Open Molecules 2025 dataset
Level of theory: ωB97M-V/def2-TZVPD

HOMO (eV): -6.6
Kohn-Sham gap (Ha): 0.24765

Geometry as ORCA input:
```
! RIJCOSX wB97M-V def2-TZVPD def2/J DEFGRID3
* xyz 0 1
Ca 0.968 1.049 -0.018
S 5.258 2.691 -1.776
C 5.732 1.420 -0.695
C 7.000 0.920 -0.419
C 7.118 -0.053 0.554
C 5.997 -0.502 1.261
C 4.740 -0.008 0.982
C 4.599 0.941 -0.032
N 3.402 1.529 -0.424
C 3.597 2.493 -1.284
C 2.527 3.387 -1.756
C 2.846 4.455 -2.599
C 1.861 5.353 -2.966
C 0.572 5.180 -2.470
C 0.283 4.098 -1.648
C 1.233 3.141 -1.260
H 7.872 1.292 -0.940
H 8.094 -0.456 0.789
H 6.118 -1.236 2.047
H 3.876 -0.306 1.561
H 3.859 4.601 -2.959
H 2.093 6.186 -3.615
H -0.200 5.896 -2.729
H -0.737 4.013 -1.276
C 1.058 -0.638 5.945
Si 1.026 -1.108 4.129
C -0.214 -2.522 3.965
C 2.741 -1.796 3.742
As 0.625 0.767 2.841
Si -1.674 0.936 3.041
C -2.673 -0.343 2.069
C -2.289 0.842 4.814
C -2.121 2.642 2.380
H 1.278 -1.502 6.579
H 0.102 -0.217 6.260
H 1.824 0.121 6.118
H 0.120 -3.374 4.565
H -0.351 -2.870 2.939
H -1.195 -2.222 4.340
H 2.989 -2.569 4.475
H 3.492 -1.007 3.827
H 2.829 -2.247 2.750
H -2.450 -1.355 2.413
H -2.429 -0.294 1.004
H -3.750 -0.181 2.180
H -2.137 -0.147 5.251
H -3.360 1.063 4.851
H -1.768 1.569 5.439
H -1.749 2.791 1.362
H -1.658 3.406 3.007
H -3.201 2.811 2.373
C -3.640 2.067 -0.787
As -2.090 1.172 -1.558
C -2.033 2.115 -3.265
C -2.956 -0.516 -2.178
C -4.281 -0.366 -2.857
C -4.371 -0.226 -4.240
C -5.602 -0.068 -4.861
C -6.766 -0.052 -4.108
C -6.690 -0.203 -2.730
C -5.459 -0.360 -2.112
H -4.473 2.050 -1.488
H -3.365 3.099 -0.569
H -3.924 1.582 0.144
H -2.955 1.951 -3.822
H -1.174 1.788 -3.849
H -1.917 3.179 -3.069
H -3.058 -1.153 -1.297
H -2.235 -0.987 -2.848
H -3.467 -0.252 -4.838
H -5.650 0.036 -5.937
H -7.726 0.069 -4.591
H -7.594 -0.203 -2.134
H -5.407 -0.484 -1.036
C 2.104 -1.724 -0.141
N 2.368 -3.149 -0.138
C 2.342 -3.611 -1.531
N 1.053 -3.336 -2.178
C 0.809 -1.898 -2.138
N 0.793 -1.379 -0.756
C -0.250 -2.114 0.005
N -0.022 -3.551 -0.007
C 1.288 -3.821 0.591
C 0.003 -4.002 -1.399
H 2.886 -1.214 -0.712
H 2.095 -1.336 0.887
H 2.523 -4.687 -1.552
H 3.136 -3.110 -2.088
H -0.157 -1.690 -2.601
H 1.589 -1.382 -2.703
H -1.218 -1.899 -0.448
H -0.248 -1.735 1.029
H 1.469 -4.896 0.581
H 1.286 -3.473 1.625
H -0.966 -3.794 -1.859
H 0.178 -5.079 -1.422
*
```

=====

[2]
Formula: C34H51B3F3N3O10PS
Source: the Open Molecules 2025 dataset
Level of theory: ωB97M-V/def2-TZVPD

HOMO (eV): -9.6
Kohn-Sham gap (Ha): 0.26483

Geometry as ORCA input:
```
! RIJCOSX wB97M-V def2-TZVPD def2/J DEFGRID3
* xyz 1 1
C 0.668 -2.572 7.007
C 1.350 -1.259 7.443
C 1.778 -0.409 6.247
C 2.655 -1.140 5.250
C 2.700 -0.433 3.867
C 2.250 -1.374 2.757
C 2.385 -0.781 1.377
C 3.696 -0.690 0.899
C 4.845 -1.213 1.726
B 6.206 -1.385 0.938
O 6.589 -2.569 0.353
O 7.070 -0.294 0.873
C 3.940 -0.144 -0.335
C 2.922 0.294 -1.143
B 3.257 0.884 -2.569
O 3.536 0.050 -3.602
O 3.267 2.259 -2.735
C 4.610 2.776 -2.599
C 4.691 3.780 -1.460
C 1.626 0.179 -0.694
C 1.293 -0.339 0.559
N -0.082 -0.521 1.012
C -0.367 -1.934 0.657
O -1.685 -2.317 0.971
C -1.762 -3.381 1.792
F -1.281 -3.111 3.000
F -3.022 -3.729 1.913
F -1.096 -4.430 1.323
C -1.093 0.356 0.453
C -0.987 0.918 -0.814
C -1.958 1.725 -1.367
C -3.126 1.999 -0.715
P -4.402 3.009 -1.542
C -4.641 4.440 -0.437
O -3.532 3.637 -2.820
C -3.265 1.475 0.550
O -4.410 1.762 1.270
B -5.455 0.857 1.148
O -5.707 0.127 -0.002
O -6.295 0.755 2.206
C -2.292 0.689 1.148
C -2.715 0.294 2.527
C -2.218 1.000 3.598
C -2.737 0.722 4.843
C -3.714 -0.237 4.916
C -4.138 -0.906 3.799
N -3.654 -0.639 2.590
S 0.399 0.669 -1.854
H 0.359 -2.462 5.974
H -0.196 -2.779 7.621
H 1.358 -3.407 7.041
H 2.172 -1.447 8.125
H 0.589 -0.694 7.975
H 2.327 0.458 6.610
H 0.893 -0.067 5.735
H 3.658 -1.158 5.665
H 2.333 -2.165 5.094
H 2.086 0.462 3.914
H 3.727 -0.116 3.729
H 2.840 -2.281 2.848
H 1.231 -1.652 2.983
H 4.566 -2.198 2.094
H 5.050 -0.608 2.604
H 7.292 -3.018 0.825
H 7.100 0.088 -0.006
H 4.942 -0.068 -0.729
H 3.487 0.521 -4.440
H 4.859 3.240 -3.547
H 5.333 1.976 -2.447
H 5.247 3.347 -0.635
H 5.246 4.652 -1.780
H 3.704 4.052 -1.114
H 0.379 -2.566 1.115
H -0.247 -2.037 -0.423
H -1.801 2.150 -2.346
H -5.228 4.172 0.430
H -5.209 5.162 -1.014
H -3.694 4.907 -0.171
H -2.888 4.266 -2.465
H -5.081 -0.592 -0.121
H -6.791 -0.064 2.155
H -1.479 1.767 3.455
H -2.415 1.255 5.716
H -4.164 -0.470 5.866
H -4.917 -1.644 3.879
C -0.157 0.011 -5.891
N -1.162 -0.657 -6.790
C -0.494 -1.825 -7.438
C -1.595 0.304 -7.844
C -2.346 -1.189 -6.013
C -3.205 -0.160 -5.320
O -2.418 0.534 -4.374
H 0.765 0.126 -6.459
H -0.525 0.985 -5.599
H 0.013 -0.616 -5.021
H 0.355 -1.465 -8.012
H -1.208 -2.316 -8.095
H -0.162 -2.509 -6.662
H -2.018 1.184 -7.371
H -2.334 -0.182 -8.477
H -0.724 0.584 -8.429
H -1.929 -1.881 -5.282
H -2.956 -1.744 -6.724
H -4.015 -0.695 -4.817
H -3.660 0.539 -6.030
H -2.988 1.146 -3.890
*
```